Entry from OMol25: a single C18H17Cl2N3O3 molecule (the ωB97M-V functional and the def2-TZVPD basis).

Geometry (Å):
O -1.4917 1.3733 -1.7614
C -1.2670 0.3923 -2.4267
O -1.4410 -0.8617 -2.0028
C -1.9853 -1.0675 -0.7031
C -1.0884 -1.9632 0.1589
O -1.5293 -2.9946 0.6257
N 0.1803 -1.5561 0.3559
C 0.7438 -0.2867 -0.0556
C 1.8182 0.1303 0.9684
N 1.4231 -0.2111 2.3082
C 0.6602 0.6518 3.0823
C 0.1167 1.8387 2.5845
C -0.5973 2.6886 3.4085
C -0.7971 2.3823 4.7424
C -0.2573 1.2123 5.2494
C 0.4658 0.3620 4.4377
C 1.3189 -1.6450 2.5148
C 1.0571 -2.3635 1.1801
C -0.7436 0.4402 -3.8153
C -0.4928 1.6772 -4.4069
N -0.0316 1.8003 -5.6352
C 0.2049 0.7175 -6.3446
Cl 0.7985 0.9541 -7.9272
C -0.0108 -0.5784 -5.8516
Cl 0.3140 -1.9578 -6.8193
C -0.4945 -0.7118 -4.5616
H -2.9376 -1.5923 -0.8223
H -2.1614 -0.1020 -0.2141
H -0.0375 0.4740 -0.0826
H 1.1892 -0.3674 -1.0570
H 2.7598 -0.3877 0.7573
H 2.0105 1.2003 0.8961
H 0.2331 2.1124 1.5475
H -1.0106 3.5968 2.9942
H -1.3608 3.0468 5.3789
H -0.3916 0.9618 6.2917
H 0.9041 -0.5272 4.8640
H 2.2416 -2.0381 2.9631
H 0.4875 -1.8481 3.1927
H 0.5626 -3.3190 1.3577
H 1.9886 -2.5404 0.6347
H -0.6734 2.5949 -3.8656
H -0.6780 -1.6884 -4.1421

Atoms 1-6, force components in eV/Å:
-0.012 -0.092 -0.147
0.000 0.489 0.069
0.183 -0.310 -0.170
-0.430 -0.003 0.559
-0.236 0.200 -0.409
-0.313 -0.201 0.096

Summary:
Total charge = 0
SMILES = O=C(OCC(=O)N1CCN(c2ccccc2)CC1)c1cnc(Cl)c(Cl)c1
ΔE to the lowest compared entry with this formula, charge and spin = 170.3 kJ/mol

Entry from OMol25: a single C18H17Cl2N3O5 molecule in a non-equilibrium geometry (the ωB97M-V functional and the def2-TZVPD basis).

Geometry (Å):
C -6.6733 -0.7409 -0.3294
C -5.5876 0.3345 -0.3023
C -5.7004 1.2293 -1.5445
C -5.7027 1.1799 0.9670
C -4.2247 -0.3493 -0.4074
O -4.0213 -1.4082 -0.9245
O -3.2709 0.4273 0.1467
N -1.9501 -0.0423 -0.0563
C -1.0915 0.4010 0.7793
N -1.3492 1.2916 1.7787
C 0.2943 -0.0536 0.5771
C 1.3804 0.6877 1.0423
C 2.6742 0.2550 0.8397
C 2.9349 -0.9453 0.1772
O 4.1800 -1.4348 -0.0041
C 5.2695 -0.6177 -0.1078
C 5.2302 0.6093 -0.7624
C 6.4006 1.3413 -0.8813
Cl 6.3562 2.8643 -1.6849
C 7.6029 0.8758 -0.3734
C 7.6203 -0.3601 0.2569
Cl 9.1042 -0.9632 0.8827
C 6.4671 -1.1126 0.3982
C 1.8371 -1.6960 -0.2796
N 2.0290 -2.9584 -0.9595
O 3.0426 -3.5790 -0.7351
O 1.1469 -3.3146 -1.7077
C 0.5395 -1.2448 -0.0942
H -6.6351 -1.3444 0.5746
H -6.5247 -1.3978 -1.1820
H -7.6557 -0.2809 -0.4021
H -4.9101 1.9770 -1.5514
H -5.6197 0.6306 -2.4486
H -6.6619 1.7382 -1.5471
H -5.5329 0.5700 1.8519
H -4.9824 1.9940 0.9576
H -6.7017 1.6056 1.0308
H -0.7240 1.3505 2.5630
H -2.3224 1.4784 1.9616
H 1.2220 1.6278 1.5485
H 3.5028 0.8395 1.2103
H 4.3115 0.9804 -1.1891
H 8.5049 1.4562 -0.4737
H 6.4779 -2.0761 0.8800
H -0.2868 -1.8253 -0.4757

Atoms 1-6, force components in eV/Å:
0.253 0.042 -0.072
-0.018 0.021 -0.042
0.046 -0.084 0.095
0.066 -0.058 -0.146
-0.379 -0.523 -0.154
0.045 0.092 0.024

Summary:
Total charge = 0
SMILES = CC(C)(C)C(=O)O/N=C(\N)c1ccc(Oc2cc(Cl)cc(Cl)c2)c([N+](=O)[O-])c1

Entry from OMol25: a single C18H17Cl2NOS molecule (the ωB97M-V functional and the def2-TZVPD basis).

Geometry (Å):
O 0.6408 0.3029 3.0309
C 0.5385 0.8968 1.9813
C 1.5090 1.9834 1.5490
S 2.9237 1.2593 0.6380
C 2.1476 0.2332 -0.5877
C 2.4585 -1.1301 -0.6212
Cl 3.5230 -1.7898 0.5537
C 1.9156 -1.9669 -1.5844
C 1.0444 -1.4543 -2.5287
C 0.7300 -0.1067 -2.5262
C 1.2949 0.7275 -1.5749
Cl 0.9262 2.4182 -1.6591
N -0.4448 0.6680 1.0872
C -1.4326 -0.3811 1.2721
C -0.8867 -1.7251 0.7823
C -2.0098 -2.7508 0.7531
C -3.0233 -2.3450 -0.3098
C -3.4608 -0.9145 -0.1544
C -4.6333 -0.4924 -0.7722
C -5.0711 0.8134 -0.6666
C -4.3376 1.7229 0.0767
C -3.1721 1.3151 0.6955
C -2.7166 0.0051 0.5806
H 1.0352 2.7533 0.9430
H 1.9780 2.4247 2.4274
H 2.1731 -3.0135 -1.5796
H 0.6130 -2.1039 -3.2738
H 0.0619 0.3068 -3.2650
H -0.4659 1.1651 0.2107
H -1.6063 -0.4485 2.3552
H -0.4765 -1.6021 -0.2231
H -0.0793 -2.0410 1.4436
H -1.6120 -3.7422 0.5308
H -2.4932 -2.7908 1.7310
H -2.5720 -2.4641 -1.3010
H -3.8982 -2.9979 -0.2721
H -5.2088 -1.2071 -1.3438
H -5.9843 1.1196 -1.1546
H -4.6748 2.7437 0.1768
H -2.6030 2.0184 1.2869

Atoms 1-6, force components in eV/Å:
0.090 -0.267 0.403
0.108 0.519 -0.203
0.227 -0.211 -0.229
-0.129 0.129 -0.029
0.235 0.301 0.302
-0.271 0.169 -0.207

Summary:
Total charge = 0
SMILES = O=C(CSc1c(Cl)cccc1Cl)N[C@@H]1CCCc2ccccc21

Molecular weight for the records above, in order: 394.258, 426.256, 366.313 g mol⁻¹
Frontier orbital gap for the records above, in order: 7.52, 8.60, 9.18 eV